ORCA calculation (ωB97M-V/def2-TZVPD) on a single C4H5N3OS molecule.

```
14
Properties=species:S:1:pos:R:3:mulliken_charge:R:1
C -0.879 0.401 -0.089 0.33
C 0.601 0.298 -0.180 0.52
C 1.648 1.264 -0.046 -0.42
C 2.945 -0.515 -0.025 -0.07
H -3.364 -0.555 1.072 0.29
H -3.385 0.085 -0.633 0.29
H -1.253 -1.729 -0.339 0.25
H 1.592 2.313 -0.018 0.49
H 3.940 -1.086 0.211 0.31
N -3.094 -0.678 -0.035 -0.63
N -1.639 -0.764 0.088 -0.13
N 2.907 0.777 0.102 -0.46
O -1.400 1.522 -0.038 -0.63
S 1.381 -1.333 -0.071 -0.13
```

The calculation puts the energy above the lowest of the compared OMol25 structures with the same formula, charge and spin at 65.4 kcal/mol. As for the SMILES: NNC(=O)c1cncs1. The HOMO energy comes out at -9.66 eV. As for the gap between HOMO and LUMO: 9.4 eV.



ORCA calculation (ωB97M-V/def2-TZVPD) on a single C4H5N3S molecule.

```
13
Properties=species:S:1:pos:R:3:mulliken_charge:R:1
C 0.435 0.469 0.543 0.06
C 1.848 0.091 0.107 -0.69
C -0.347 -0.760 0.077 0.63
C -1.744 -0.848 0.058 0.06
H -1.436 1.984 0.191 0.16
H 0.412 0.580 1.600 0.33
H 2.154 0.541 -0.845 0.33
H 2.560 0.314 0.888 0.26
H 2.299 -1.885 -0.696 0.27
N 1.710 -1.392 -0.051 -0.17
N 0.413 -1.735 -0.278 -0.56
N -2.900 -0.860 0.002 -0.43
S -0.107 2.041 -0.222 -0.24
```

The calculation puts the energy above the lowest of the compared OMol25 structures with the same formula, charge and spin at 44.6 kcal/mol. As for the SMILES: N#CC1=NNC[C@H]1S. The HOMO energy comes out at -9.28 eV. As for the gap between HOMO and LUMO: 9.6 eV.



ORCA calculation (ωB97M-V/def2-TZVPD) on a single C4H5N3S molecule.

```
13
Properties=species:S:1:pos:R:3:mulliken_charge:R:1
C -1.671 -1.583 -0.259 -0.34
C -0.297 -1.198 -0.010 -0.09
C -0.307 0.167 0.141 0.34
C 1.967 0.597 -0.327 -0.64
N -2.410 -0.510 -0.005 -0.74
N -1.633 0.540 0.277 0.23
N 0.716 1.079 0.138 -0.29
S 2.204 -1.203 0.245 -0.13
H -1.905 -2.587 -0.524 0.43
H 1.878 0.470 -1.339 0.30
H 2.709 1.116 0.146 0.44
H -2.062 1.336 0.659 0.22
H 0.810 1.777 0.858 0.26
```

The calculation puts the energy above the lowest of the compared OMol25 structures with the same formula, charge and spin at 108.8 kcal/mol. The HOMO energy comes out at -8.37 eV. As for the gap between HOMO and LUMO: 7.2 eV.



ORCA calculation (ωB97M-V/def2-TZVPD) on an isolated ion of composition C4H5N4 and charge +1.

```
13
Properties=species:S:1:pos:R:3:mulliken_charge:R:1
C 2.155 -0.447 -0.534 0.17
C -2.158 -0.218 -0.139 -0.53
C -1.075 -0.569 0.645 0.22
C 1.318 0.010 0.621 -0.29
N 2.853 -0.830 -1.334 -0.22
N -1.782 0.768 -0.910 -0.42
N -0.512 1.024 -0.689 0.11
N -0.048 0.094 0.211 0.36
H -3.148 -0.596 -0.160 0.44
H -0.758 -1.249 1.430 0.37
H 1.442 -0.719 1.386 0.27
H 1.730 1.062 0.731 0.27
H -0.016 1.670 -1.259 0.26
```

The calculation puts the energy above the lowest of the compared OMol25 structures with the same formula, charge and spin at 37.2 kcal/mol. Its net charge is +1. As for the SMILES: N#CC[n+]1ccn[nH]1. The HOMO energy comes out at -16.48 eV. As for the gap between HOMO and LUMO: 11.3 eV.



ORCA calculation (ωB97M-V/def2-TZVPD) on an isolated ion of composition C4H5N4O3S and charge -1.

```
17
Properties=species:S:1:pos:R:3:mulliken_charge:R:1
C -2.392 0.434 -0.416 -0.51
C -3.009 -0.759 -0.913 -0.42
C -1.004 0.292 -0.501 0.21
C 2.711 -0.739 0.368 0.56
N -2.007 -1.617 -1.163 -1.13
N 1.583 -0.606 -0.229 -0.55
N -0.844 -0.973 -0.940 0.50
N 0.482 1.422 1.582 -0.74
O 3.187 0.353 1.031 -0.51
O 3.423 -1.674 0.173 -0.66
O 1.011 2.019 -0.732 -0.64
S 0.610 0.929 0.138 0.87
H -2.827 1.405 -0.184 0.34
H -3.988 -0.966 -0.786 0.48
H 0.186 -1.250 -0.901 0.53
H 2.414 0.969 1.190 0.41
H 0.464 0.762 2.282 0.27
```

The calculation puts the energy above the lowest of the compared OMol25 structures with the same formula, charge and spin at 39.9 kcal/mol. Its net charge is -1. As for the SMILES: N=[S@@]([O-])(=NC(=O)O)c1ccn[nH]1. The HOMO energy comes out at -5.62 eV. As for the gap between HOMO and LUMO: 9.1 eV.



ORCA calculation (ωB97M-V/def2-TZVPD) on a single C4H5NO molecule.

```
11
Properties=species:S:1:pos:R:3:mulliken_charge:R:1
N -2.711 -0.096 -0.599 -0.39
C -1.774 -0.054 0.076 0.23
C -0.612 -0.056 0.972 -0.60
C 0.736 -0.274 0.286 0.20
C 0.993 0.097 -1.107 -0.40
O 1.437 0.913 -0.034 -0.42
H -0.799 -0.831 1.721 0.31
H -0.562 0.902 1.500 0.25
H 1.355 -1.052 0.735 0.34
H 1.784 -0.406 -1.663 0.25
H 0.180 0.505 -1.706 0.23
```

The calculation puts the energy above the lowest of the compared OMol25 structures with the same formula, charge and spin at 37.9 kcal/mol. As for the SMILES: N#CC[C@H]1CO1. The HOMO energy comes out at -10.82 eV. As for the gap between HOMO and LUMO: 11.7 eV.



ORCA calculation (ωB97M-V/def2-TZVPD) on a 2-piece molecular cluster, C4H5NO overall.

```
11
Properties=species:S:1:pos:R:3:mulliken_charge:R:1
O 2.081 -0.527 0.171 -0.55
C 0.898 -0.327 0.080 0.53
N -0.114 -1.247 -0.110 -0.10
C -1.464 -0.638 -0.212 -0.26
C -1.173 0.830 -0.040 -0.18
C 0.043 0.903 0.123 -0.18
H 0.092 -2.232 -0.208 0.19
H -2.125 -1.015 0.574 0.25
H -1.915 -0.848 -1.187 0.25
H 1.606 2.622 0.687 -0.01
H 2.071 2.479 0.122 0.06
```

The calculation puts the energy above the lowest of the compared OMol25 structures with the same formula, charge and spin at 122.7 kcal/mol. As for the SMILES: O=C1C#CCN1.[H][H]. The HOMO energy (spin up / spin down) comes out at -10.33 / -10.33 eV. As for the gap between HOMO and LUMO (spin up / spin down): 9.2 / 9.2 eV.



ORCA calculation (ωB97M-V/def2-TZVPD) on a single C4H5NO molecule.

```
11
Properties=species:S:1:pos:R:3:mulliken_charge:R:1
C -1.300 -0.182 -0.267 -1.06
C 0.020 0.531 -0.591 -0.32
C 0.978 0.471 0.570 0.49
O 1.274 1.395 1.287 -0.48
C 1.570 -0.870 0.828 0.17
N 2.035 -1.912 1.018 -0.34
H -1.137 -1.173 0.168 0.35
H -1.889 -0.313 -1.177 0.29
H -1.896 0.402 0.439 0.31
H -0.151 1.588 -0.811 0.26
H 0.495 0.064 -1.463 0.31
```

The calculation puts the energy above the lowest of the compared OMol25 structures with the same formula, charge and spin at 17.0 kcal/mol. As for the SMILES: CCC(=O)C#N. The HOMO energy comes out at -11.12 eV. As for the gap between HOMO and LUMO: 10.8 eV.



ORCA calculation (ωB97M-V/def2-TZVPD) on a single C4H5NO molecule.

```
11
Properties=species:S:1:pos:R:3:mulliken_charge:R:1
C 0.478 -1.659 -0.630 -1.02
C -0.160 -0.336 -0.499 0.05
O -0.793 -0.044 0.572 -0.27
C -0.981 1.257 0.942 -0.37
C 0.077 2.123 0.650 0.31
N 1.026 2.755 0.394 -0.43
H 0.376 -2.060 -1.642 0.31
H 1.553 -1.522 -0.440 0.26
H 0.085 -2.361 0.108 0.31
H 0.011 0.468 -1.210 0.48
H -1.671 1.380 1.756 0.36
```

The calculation puts the energy above the lowest of the compared OMol25 structures with the same formula, charge and spin at 82.9 kcal/mol. The HOMO energy (spin up / spin down) comes out at -7.61 / -8.13 eV. As for the gap between HOMO and LUMO (spin up / spin down): 7.0 / 8.3 eV.



ORCA calculation (ωB97M-V/def2-TZVPD) on a single C4H5NO molecule.

```
11
Properties=species:S:1:pos:R:3:mulliken_charge:R:1
O -1.575 0.060 0.321 -0.23
C -2.086 0.083 -0.884 -0.30
C -0.248 -0.494 0.244 -0.44
C 0.793 0.598 0.102 -0.32
C 2.140 0.027 0.127 0.18
N 3.195 -0.446 0.168 -0.38
H -3.172 0.064 -0.689 0.17
H -0.242 -1.160 -0.621 0.41
H -0.158 -1.077 1.158 0.34
H 0.683 1.307 0.926 0.30
H 0.635 1.134 -0.842 0.27
```

The calculation puts the energy above the lowest of the compared OMol25 structures with the same formula, charge and spin at 85.9 kcal/mol. The HOMO energy comes out at -9.18 eV. As for the gap between HOMO and LUMO: 9.3 eV.



ORCA calculation (ωB97M-V/def2-TZVPD) on a single C4H5NO molecule.

```
11
Properties=species:S:1:pos:R:3:mulliken_charge:R:1
C -1.850 0.055 0.181 -0.98
C -0.325 0.136 0.019 0.44
C 0.792 0.811 -0.324 -0.54
C 2.022 -0.145 -0.178 0.02
N 1.632 -1.296 0.242 -0.27
O 0.314 -1.326 0.421 -0.20
H -2.112 -0.068 1.241 0.26
H -2.478 0.877 -0.204 0.33
H -2.182 -0.858 -0.328 0.27
H 1.066 1.808 -0.669 0.33
H 3.111 0.005 -0.392 0.34
```

The calculation puts the energy above the lowest of the compared OMol25 structures with the same formula, charge and spin at 64.2 kcal/mol. As for the SMILES: Cc1ccno1. The HOMO energy comes out at -9.75 eV. As for the gap between HOMO and LUMO: 10.7 eV.



ORCA calculation (ωB97M-V/def2-TZVPD) on a single C4H5NO molecule.

```
11
Properties=species:S:1:pos:R:3:mulliken_charge:R:1
C 0.030 1.567 0.201 0.12
C -0.182 0.429 -0.713 -0.54
C 0.426 -0.918 -0.194 -0.52
C -0.398 -1.622 0.887 0.21
H -0.383 2.566 -0.130 0.32
H 0.159 0.650 -1.691 0.35
H -1.283 0.169 -0.765 0.26
H 1.385 -0.733 0.365 0.25
H 0.700 -1.588 -0.930 0.42
N -1.099 -2.035 1.703 -0.40
O 0.646 1.513 1.267 -0.47
```

The calculation puts the energy above the lowest of the compared OMol25 structures with the same formula, charge and spin at 24.2 kcal/mol. As for the SMILES: N#CCCC=O. The HOMO energy comes out at -10.55 eV. As for the gap between HOMO and LUMO: 11.2 eV.



ORCA calculation (ωB97M-V/def2-TZVPD) on a single C4H5NO molecule.

```
11
Properties=species:S:1:pos:R:3:mulliken_charge:R:1
C 0.097 0.867 1.257 -1.09
C -0.234 -0.342 0.386 -0.34
C -0.109 -0.020 -1.084 0.56
O -0.320 1.062 -1.574 -0.48
C 0.285 -1.157 -1.954 0.11
N 0.621 -2.055 -2.602 -0.33
H 1.180 1.017 1.309 0.31
H -0.350 1.770 0.835 0.30
H -0.277 0.733 2.275 0.33
H 0.386 -1.212 0.628 0.34
H -1.278 -0.663 0.523 0.28
```

The calculation puts the energy above the lowest of the compared OMol25 structures with the same formula, charge and spin at 17.2 kcal/mol. As for the SMILES: CCC(=O)C#N. The HOMO energy comes out at -11.19 eV. As for the gap between HOMO and LUMO: 10.8 eV.



ORCA calculation (ωB97M-V/def2-TZVPD) on a single C4H5NO molecule.

```
11
Properties=species:S:1:pos:R:3:mulliken_charge:R:1
C 1.993 0.118 0.316 -0.97
C 0.556 -0.282 0.126 0.77
N -0.299 0.819 -0.148 -0.55
C -1.479 0.378 -0.338 0.43
C -2.387 -0.538 -0.622 -0.53
O 0.160 -1.430 0.190 -0.55
H 2.593 -0.751 0.584 0.30
H 2.062 0.885 1.093 0.29
H 2.370 0.564 -0.610 0.27
H -2.389 1.050 -0.663 0.26
H -3.179 -0.814 0.073 0.28
```

The calculation puts the energy above the lowest of the compared OMol25 structures with the same formula, charge and spin at 90.6 kcal/mol. The HOMO energy comes out at -9.63 eV. As for the gap between HOMO and LUMO: 9.4 eV.



ORCA calculation (ωB97M-V/def2-TZVPD) on a single C4H5NO molecule.

```
11
Properties=species:S:1:pos:R:3:mulliken_charge:R:1
C -3.319 0.102 -0.498 -0.06
C 1.160 -0.982 -0.142 -0.77
C -0.066 -0.594 0.199 -0.10
C -0.699 0.732 0.055 -0.06
N -1.964 0.949 0.189 -0.24
O -3.800 -0.710 0.213 -0.29
H 1.493 -1.993 0.061 0.23
H 1.753 -0.400 -0.639 0.35
H -0.871 -1.230 0.572 0.28
H -0.158 1.535 -0.328 0.36
H -2.079 1.973 0.087 0.29
```

The calculation puts the energy above the lowest of the compared OMol25 structures with the same formula, charge and spin at 78.2 kcal/mol. The HOMO energy (spin up / spin down) comes out at -8.54 / -8.53 eV. As for the gap between HOMO and LUMO (spin up / spin down): 8.2 / 8.2 eV.



ORCA calculation (ωB97M-V/def2-TZVPD) on a single C4H5NO molecule.

```
11
Properties=species:S:1:pos:R:3:mulliken_charge:R:1
N -1.162 1.080 0.170 -0.33
C -1.206 -0.270 0.291 0.48
O -2.187 -0.877 0.677 -0.61
C 0.064 -1.024 -0.132 -0.58
C 1.300 -0.245 -0.109 -0.57
C 2.288 0.435 -0.215 0.26
H -1.992 1.604 0.403 0.22
H -0.335 1.564 -0.141 0.19
H 0.112 -1.925 0.486 0.30
H -0.058 -1.366 -1.166 0.24
H 3.177 1.023 -0.265 0.40
```

The calculation puts the energy above the lowest of the compared OMol25 structures with the same formula, charge and spin at 27.6 kcal/mol. As for the SMILES: C#CCC(N)=O. The HOMO energy comes out at -9.83 eV. As for the gap between HOMO and LUMO: 10.7 eV.



ORCA calculation (ωB97M-V/def2-TZVPD) on a 2-piece molecular cluster, C4H5NO overall.

```
11
Properties=species:S:1:pos:R:3:mulliken_charge:R:1
O -1.447 1.279 0.495 -0.59
C -1.181 0.213 1.003 0.50
N 1.252 0.742 -0.730 -0.52
C 1.267 0.386 -1.946 -0.23
C -0.493 -1.031 1.021 -0.10
C -1.236 -0.710 2.092 -0.45
H 0.652 1.562 -0.598 0.26
H 1.830 -0.506 -2.240 0.26
H 0.747 0.905 -2.761 0.23
H 0.179 -1.772 0.601 0.33
H -1.568 -1.067 3.063 0.33
```

The calculation puts the energy above the lowest of the compared OMol25 structures with the same formula, charge and spin at 80.1 kcal/mol. As for the SMILES: O=c1cc1.C=N. The HOMO energy comes out at -9.30 eV. As for the gap between HOMO and LUMO: 10.2 eV.



ORCA calculation (ωB97M-V/def2-TZVPD) on a single C4H5NO molecule.

```
11
Properties=species:S:1:pos:R:3:mulliken_charge:R:1
C -0.174 -0.191 -0.991 -0.08
C 0.994 0.538 -0.457 -0.47
C -0.421 0.741 0.325 -0.25
C -0.533 -0.239 1.486 0.27
H -1.040 -1.736 0.103 0.35
H -0.589 -0.061 -1.922 0.42
H 1.487 1.475 -0.979 0.23
H 1.865 0.048 0.058 0.24
H -1.023 1.677 0.283 0.36
N -0.253 -0.812 2.494 -0.50
O -0.313 -1.441 -0.399 -0.56
```

The calculation puts the energy above the lowest of the compared OMol25 structures with the same formula, charge and spin at 76.8 kcal/mol. As for the SMILES: N#C[C@H]1C[C@H]1O. The HOMO energy comes out at -10.08 eV. As for the gap between HOMO and LUMO: 10.9 eV.



ORCA calculation (ωB97M-V/def2-TZVPD) on a single C4H5NO molecule.

```
11
Properties=species:S:1:pos:R:3:mulliken_charge:R:1
O 0.289 1.093 1.286 -0.52
C -0.363 0.242 0.397 0.62
C 0.444 -0.349 -0.780 -0.74
C -0.406 0.893 -0.958 -0.52
C -0.624 -1.061 0.967 0.15
N -0.128 -2.066 1.296 -0.49
H 0.924 0.593 1.816 0.33
H 1.270 -0.895 -0.248 0.47
H -0.111 -1.152 -1.255 0.21
H -0.018 1.908 -0.913 0.24
H -1.277 0.794 -1.608 0.23
```

The calculation puts the energy above the lowest of the compared OMol25 structures with the same formula, charge and spin at 95.1 kcal/mol. As for the SMILES: N#CC1(O)CC1. The HOMO energy comes out at -9.35 eV. As for the gap between HOMO and LUMO: 10.1 eV.



ORCA calculation (ωB97M-V/def2-TZVPD) on a single C4H5NO molecule.

```
11
Properties=species:S:1:pos:R:3:mulliken_charge:R:1
C -1.421 -0.390 -0.059 -1.16
C -0.005 0.114 0.015 0.44
C 0.347 1.379 0.668 -0.06
O 1.474 1.822 0.766 -0.51
C 1.927 -1.010 -1.078 -0.21
N 0.976 -0.553 -0.495 0.02
H -1.750 -0.842 0.885 0.26
H -1.523 -1.142 -0.847 0.33
H -2.108 0.432 -0.290 0.33
H -0.528 1.926 1.078 0.31
H 2.610 -1.736 -0.643 0.26
```

The calculation puts the energy above the lowest of the compared OMol25 structures with the same formula, charge and spin at 60.8 kcal/mol. The HOMO energy comes out at -8.39 eV. As for the gap between HOMO and LUMO: 8.4 eV.



Asked for strongest force on any atom across the records above, the calculation gives 4.673; 1.894; 4.258; 3.797; 7.072; 1.128; 0.652; 1.101; 1.108; 1.128; 3.538; 3.867; 1.108; 0.496; 5.677; 0.567; 0.574; 5.313; 2.508; 0.736 eV/Å in order.